The following is a quantum chemistry calculation of a 3-piece molecular cluster, C33H58O10P2 overall in a non-equilibrium geometry, from the OMol25 dataset.

The calculation puts the LUMO energy at -1.2 eV. The total energy is -74211.5855 eV. The maximum force comes out at 8.685 eV/Å. For the gap between HOMO and LUMO, the calculation gives 8.40 eV. The HOMO energy comes out at -0.3528 Ha.

Structure (ORCA input):
```
! RIJCOSX wB97M-V def2-TZVPD def2/J DEFGRID3
* xyz 0 1
H 3.446 -4.202 -4.879
C -0.621 0.302 -1.777
C -0.632 1.705 -1.131
H -4.431 -2.353 1.321
H -0.959 -3.333 -3.510
C -2.944 1.034 -2.740
H -2.389 4.393 1.534
H 1.802 0.836 -0.677
H -6.815 -1.692 0.986
H -0.990 3.905 -1.791
H 8.433 -0.496 -8.584
C 2.163 -1.499 -5.392
C 7.831 -0.492 -7.673
H -3.086 -3.677 4.806
C -1.048 3.171 2.707
H 4.664 -4.495 -3.641
C -2.095 -2.706 3.062
C -3.180 7.525 5.898
C -1.352 2.853 -1.900
C -2.434 2.509 -2.639
H -6.454 -1.187 2.696
H -0.204 3.232 2.020
H 1.465 0.856 1.487
H 4.849 -6.224 -5.384
H -3.055 6.806 6.709
C -1.915 -1.346 -3.201
C 5.214 -5.215 -5.585
C 1.770 -0.274 -0.819
H 2.438 -1.553 -4.337
C -0.186 -1.094 3.593
C -3.110 6.866 4.533
C 3.099 -0.578 -6.153
C -5.158 -2.870 1.995
O 6.706 -1.944 -6.082
C -2.340 3.381 1.942
H -4.031 6.331 4.298
C 7.676 -1.899 -7.125
H 2.913 0.456 -5.853
H -0.292 3.430 7.712
O -1.013 4.357 6.060
C -1.822 -0.046 -2.579
H -2.803 -1.615 -3.815
C -0.049 -0.714 2.054
H -1.936 2.957 7.275
H 0.189 -0.232 4.205
H 5.027 -4.996 -6.643
H 6.868 -0.029 -7.893
C 0.328 -1.969 -2.261
O -0.154 1.974 -0.048
H -2.375 8.256 6.006
H 3.096 -1.152 0.673
C -1.748 -1.378 3.846
C 1.978 -1.088 0.516
C 1.430 -0.237 1.752
P 5.123 -2.261 -6.412
H -1.159 -3.341 3.092
H -2.993 3.311 -3.188
H 2.208 -2.514 -5.801
H 7.430 -2.612 -7.913
O -0.839 4.156 3.725
C -0.377 2.007 6.110
H 0.376 -2.042 3.835
C -0.850 -2.330 -3.035
H -0.282 -1.566 1.372
C 4.523 -4.208 -4.685
O 5.043 -2.885 -4.833
H 1.130 -1.153 -5.472
H -1.870 -1.470 4.954
O 5.150 -1.948 -7.890
H 2.648 -0.512 -1.490
O 4.462 -0.852 -5.863
H 0.533 2.284 5.575
H -2.992 7.637 3.766
H -0.152 1.183 6.790
C 0.491 -0.650 -1.620
H -7.329 -2.742 2.438
H -4.133 8.040 6.030
H -5.405 -3.885 1.591
H -2.246 -2.441 1.987
O -3.377 4.485 5.641
C -3.248 -3.560 3.698
H 2.921 -0.647 -7.232
H -2.266 -0.476 3.412
H 1.149 -2.716 -2.145
H -3.235 -4.561 3.186
H -2.423 2.664 1.125
H 6.295 -5.192 -5.435
O -4.094 0.753 -2.955
H -1.100 1.641 5.372
O -1.983 6.000 4.434
H 1.597 -2.137 0.489
H -5.403 -3.673 4.004
H -3.213 3.250 2.594
C -6.542 -2.070 2.000
C -4.689 -2.955 3.502
H -0.809 0.088 1.868
H 2.143 -0.384 2.601
H 8.627 -2.224 -6.696
C -0.945 3.193 6.870
P -2.107 4.402 4.825
H -4.846 -1.958 3.985
H -1.031 2.172 3.156
H 8.322 0.148 -6.937
*
```


The following is a quantum chemistry calculation of a 3-piece molecular cluster, C18H20ClIN2O4Si overall in a non-equilibrium geometry, from the OMol25 dataset.

The calculation puts the LUMO energy at -0.7 eV. As for the relative energy (zero: lowest compared OMol25 entry of this formula, charge and spin): 0.000 eV. The total energy is -58653.7095 eV. The maximum force comes out at 2.047 eV/Å. For the gap between HOMO and LUMO, the calculation gives 7.29 eV. The HOMO energy comes out at -0.2945 Ha.

Structure (ORCA input):
```
! RIJCOSX wB97M-V def2-TZVPD def2/J DEFGRID3
* xyz 0 1
C -1.419 1.172 -4.898
C -1.970 -2.660 1.722
H 2.136 0.822 -0.847
C -0.803 -0.434 -6.575
N -2.800 -4.958 2.014
O -0.128 0.163 -1.760
C -2.483 -1.427 -0.274
H -3.658 -2.457 -1.746
C -1.432 0.751 -6.217
C -3.185 -2.516 -0.775
H -3.829 -4.529 -0.415
H -1.932 1.348 -6.967
H -1.499 -2.720 2.692
H -1.326 -0.651 1.351
C -3.284 -3.680 -0.030
C 2.681 2.996 5.078
C -0.768 0.397 -3.956
H 0.513 2.856 4.707
C -2.678 -3.732 1.211
H 3.220 3.789 4.564
H 3.945 2.461 -0.135
H -0.811 -0.758 -7.608
C -0.142 -0.789 -4.293
H 1.421 1.336 4.692
H 3.629 1.120 2.524
O -3.410 -5.890 1.532
C 3.311 2.031 1.999
H 3.966 2.855 2.289
H -1.907 2.093 -4.614
C -1.874 -1.501 0.970
H 2.401 2.786 7.196
O -1.308 1.881 -2.282
N -0.732 0.850 -2.559
C 1.462 2.385 4.415
H 0.357 -1.383 -3.542
I 0.842 4.618 1.673
H 0.325 -2.128 -5.894
C 3.419 1.771 0.517
H 3.953 2.015 6.492
C 3.039 2.584 6.341
H 3.015 -0.325 0.356
C 2.832 0.673 -0.026
C -0.162 -1.204 -5.614
O -2.284 -4.966 3.112
Cl 0.196 1.031 1.888
H -2.412 -0.518 -0.853
Si 1.573 2.442 2.542
*
```